Entry P
Density functional theory data (wB97M-V/def2-TZVPD) for a 3-piece molecular cluster, C3H10O3 overall.

Values from the calculation:
SMILES: C=CCO.O.O
Spin multiplicity: 1
E_LUMO in eV: 0.41
HOMO-LUMO gap in eV: 9.5
HOMO in eV: -9.126

Last column: natural (NBO) charge in e.
Element x y z (Å)
C -2.356 -0.550 1.261  -0.404
C -1.329 -0.042 0.595  -0.199
C -0.643 1.240 0.936  -0.105
O 0.658 0.864 1.368  -0.780
H -2.901 -1.595 1.136  0.204
H -2.672 -0.007 2.120  0.186
H -0.754 -0.474 -0.232  0.208
H -0.253 1.902 0.138  0.179
H -1.144 1.862 1.644  0.176
H 1.252 0.424 0.711  0.499
O 0.667 -0.876 -2.506  -0.935
H 0.334 -1.454 -3.083  0.465
H 0.905 -0.091 -2.983  0.474
O 2.507 -0.106 -0.307  -0.941
H 3.131 -0.426 0.292  0.476
H 2.598 -0.670 -1.093  0.496


Entry Q
Density functional theory data (wB97M-V/def2-TZVPD) for a 3-piece molecular cluster, C3H10O3 overall.

Values from the calculation:
SMILES: C=C(C)O.O.O
Spin multiplicity: 1
E_LUMO in eV: 0.61
HOMO-LUMO gap in eV: 8.9
HOMO in eV: -8.288

Last column: natural (NBO) charge in e.
Element x y z (Å)
C -0.699 0.783 -1.233  -0.456
C -0.025 -0.326 -0.941  0.269
C 1.369 -0.424 -0.458  -0.708
O -0.746 -1.488 -0.778  -0.721
H -0.234 1.735 -1.007  0.204
H -1.618 0.709 -1.763  0.227
H 1.767 0.374 0.171  0.272
H 1.744 -1.384 -0.105  0.208
H 2.029 -0.290 -1.404  0.219
H -0.169 -2.251 -0.887  0.479
O -2.754 0.291 0.099  -1.006
H -3.501 0.544 0.640  0.493
H -2.254 -0.524 0.115  0.514
O 1.931 0.973 2.328  -0.946
H 1.044 1.208 2.633  0.479
H 2.118 0.070 2.591  0.473


The calculated energies rank the structures as follows, beginning with the most stable: entry Q, entry P.